Density functional theory data (the ωB97M-V functional and the def2-TZVPD basis) for the molecule CH5N3O.

Geometry (Å):
N (1.8153, -0.0993, -0.4751)
N (0.5556, 0.4291, -0.5712)
C (-0.4574, -0.1008, 0.1842)
N (-1.6987, 0.4299, 0.0346)
O (-0.3459, -0.9801, 0.9809)
H (2.4780, 0.5148, -0.0025)
H (2.1719, -0.2782, -1.4613)
H (0.3531, 1.4243, -0.8930)
H (-1.9276, 1.2758, -0.4506)
H (-2.2691, 0.1915, 0.9369)

SMILES string: NNC(N)=O
orbital gap: 10.458 eV

Formally, the Mulliken partial charges of the atoms, in units of the elementary charge, are as follows: number 1, N, carries -0.54; number 2, N, carries -0.09; number 3, C, carries 0.54; number 4, N, carries -0.47; number 5, O, carries -0.56; number 6, H, carries 0.22; number 7, H, carries 0.26; number 8, H, carries 0.20; number 9, H, carries 0.19; number 10, H, carries 0.26

Density functional theory data (the ωB97M-V functional and the def2-TZVPD basis) for the molecule CH5N3O.

Geometry (Å):
H (-0.1642, -0.6569, -1.9613)
N (0.1544, 0.0631, -1.3475)
C (-0.1477, -0.1463, -0.1113)
N (-0.8555, -1.1457, 0.3335)
N (0.2423, 0.7823, 0.8119)
O (1.2422, 1.7346, 0.4140)
H (-1.0064, -1.6931, -0.4894)
H (-1.1783, -1.1138, 1.2901)
H (0.5972, 0.2653, 1.6005)
H (1.1160, 1.9105, -0.5404)

SMILES string: [H]/N=C(\N)NO
orbital gap: 9.788 eV

Formally, the Mulliken partial charges of the atoms, in units of the elementary charge, are as follows: number 1, H, carries 0.15; number 2, N, carries -0.74; number 3, C, carries 0.69; number 4, N, carries -0.40; number 5, N, carries -0.30; number 6, O, carries -0.42; number 7, H, carries 0.20; number 8, H, carries 0.22; number 9, H, carries 0.25; number 10, H, carries 0.35

Density functional theory data (the ωB97M-V functional and the def2-TZVPD basis) for the molecule CH5N3O.

Geometry (Å):
N (1.8640, 0.3709, 0.0702)
N (0.6181, -0.1403, -0.2224)
C (-0.6815, 0.4862, -0.0003)
N (-1.7390, -0.3668, 0.0340)
O (-0.8146, 1.6717, -0.0170)
H (2.3579, 0.3433, -0.8781)
H (2.2554, 0.0952, 0.9401)
H (0.5035, -1.1822, 0.2088)
H (-1.7800, -1.3627, -0.0747)
H (-2.5838, 0.0846, -0.0607)

SMILES string: NNC(N)=O
orbital gap: 9.978 eV

Formally, the Mulliken partial charges of the atoms, in units of the elementary charge, are as follows: number 1, N, carries -0.43; number 2, N, carries -0.20; number 3, C, carries 0.48; number 4, N, carries -0.37; number 5, O, carries -0.55; number 6, H, carries 0.25; number 7, H, carries 0.20; number 8, H, carries 0.21; number 9, H, carries 0.18; number 10, H, carries 0.22

Density functional theory data (the ωB97M-V functional and the def2-TZVPD basis) for a structure of composition CH5N3O2.

Geometry (Å):
N (1.3812, 0.5854, -0.0627)
N (0.3799, -0.1971, 0.5879)
C (-1.1064, 0.2603, 0.3861)
N (-1.5732, -0.9448, 0.1147)
O (1.3643, 0.2131, -1.4427)
O (-1.4469, 1.4154, 0.4137)
H (2.1887, -0.2780, -1.5475)
H (1.0141, 1.5414, -0.0837)
H (0.6429, -0.2714, 1.5683)
H (-0.2922, -1.2694, 0.1809)
H (-2.5524, -1.0548, -0.1150)

orbital gap: 10.764 eV

Formally, the Mulliken partial charges of the atoms, in units of the elementary charge, are as follows: number 1, N, carries -0.38; number 2, N, carries -0.09; number 3, C, carries 0.35; number 4, N, carries -0.52; number 5, O, carries -0.42; number 6, O, carries -0.56; number 7, H, carries 0.35; number 8, H, carries 0.31; number 9, H, carries 0.25; number 10, H, carries 0.51; number 11, H, carries 0.21

Density functional theory data (the ωB97M-V functional and the def2-TZVPD basis) for the molecule CH5N3O2.

Geometry (Å):
C (-0.1145, 0.6764, 1.2843)
N (0.0816, 0.7456, -0.1837)
N (-0.5267, -1.0748, -1.1493)
N (0.4912, -0.3637, -0.8002)
O (-0.4135, -2.2025, -1.6618)
O (1.6540, -0.4423, -1.2578)
H (-0.6425, 1.5463, 1.8187)
H (-0.5673, -0.2763, 1.6466)
H (0.9152, 0.6502, 1.6963)
H (0.6803, 1.6356, -0.3948)
H (-1.5580, -0.8947, -0.9982)

orbital gap (spin up / spin down): 8.670 / 8.760 eV

Formally, the Mulliken partial charges of the atoms, in units of the elementary charge, are as follows: number 1, C, carries -0.72; number 2, N, carries -0.51; number 3, N, carries 0.26; number 4, N, carries 0.77; number 5, O, carries -0.63; number 6, O, carries -0.66; number 7, H, carries 0.27; number 8, H, carries 0.30; number 9, H, carries 0.29; number 10, H, carries 0.32; number 11, H, carries 0.30

Density functional theory data (the ωB97M-V functional and the def2-TZVPD basis) for a cluster of 2 separate species, CH5N3O2 in total.

Geometry (Å):
C (-0.1692, -0.0544, 0.5521)
N (0.5452, 0.4041, -0.6048)
N (0.9581, -0.1820, -1.7146)
N (2.9590, -0.2004, 0.0740)
O (2.2972, 0.7194, 0.5928)
O (4.0181, -0.6541, 0.3503)
H (0.1166, 0.5786, 1.4302)
H (-1.2382, -0.0937, 0.4345)
H (0.2448, -1.1611, 0.7439)
H (0.3663, 1.3621, -0.7752)
H (1.1126, -1.2023, -1.7324)

orbital gap (spin up / spin down): 8.474 / 6.791 eV

Formally, the Mulliken partial charges of the atoms, in units of the elementary charge, are as follows: number 1, C, carries -0.62; number 2, N, carries 0.35; number 3, N, carries -0.68; number 4, N, carries 0.38; number 5, O, carries -0.35; number 6, O, carries -0.47; number 7, H, carries 0.28; number 8, H, carries 0.32; number 9, H, carries 0.26; number 10, H, carries 0.26; number 11, H, carries 0.26

Density functional theory data (the ωB97M-V functional and the def2-TZVPD basis) for a structure of composition CH5N3O2S.

Geometry (Å):
C (0.0162, -0.4694, -0.1155)
H (2.5057, -0.4767, 1.4648)
H (1.5287, -1.6546, -0.7481)
H (0.7307, 1.4643, 0.0841)
H (-1.8461, 2.0181, -0.3480)
H (-2.3671, -0.0367, -0.2726)
N (1.2679, -0.7560, -0.4844)
N (-0.2245, 0.9706, -0.4493)
N (-0.7820, -1.3302, 0.1885)
O (-1.3579, 1.3740, 0.3113)
O (-2.0600, -1.1426, 0.1874)
S (2.5883, 0.0391, 0.1819)

orbital gap: 9.075 eV

Formally, the Mulliken partial charges of the atoms, in units of the elementary charge, are as follows: number 1, C, carries 0.31; number 2, H, carries 0.17; number 3, H, carries 0.30; number 4, H, carries 0.31; number 5, H, carries 0.38; number 6, H, carries 0.38; number 7, N, carries -0.25; number 8, N, carries -0.21; number 9, N, carries -0.22; number 10, O, carries -0.51; number 11, O, carries -0.42; number 12, S, carries -0.23

Density functional theory data (the ωB97M-V functional and the def2-TZVPD basis) for a cluster of 2 separate species, CH5N3O3 in total.

Geometry (Å):
N (-1.3619, -2.6297, -0.1702)
O (-0.4624, -1.5528, -0.5569)
C (-0.8277, -0.3331, -0.1811)
N (-1.7485, 0.3781, -0.1710)
O (-2.3642, 1.3337, 0.0187)
H (-1.9763, -2.8266, -0.9215)
H (-0.6850, -3.3136, 0.1477)
N (2.0050, 2.2492, 0.2494)
O (1.5516, 0.9751, 0.6505)
H (1.8513, 2.2253, -0.7182)
H (3.0705, 2.3557, 0.1962)
H (0.9476, 1.1387, 1.4565)

SMILES string: NOC#[N+][O-].NO
orbital gap (spin up / spin down): 9.352 / 9.352 eV

Formally, the Mulliken partial charges of the atoms, in units of the elementary charge, are as follows: number 1, N, carries -0.42; number 2, O, carries -0.25; number 3, C, carries 0.17; number 4, N, carries 0.66; number 5, O, carries -0.66; number 6, H, carries 0.25; number 7, H, carries 0.26; number 8, N, carries -0.44; number 9, O, carries -0.39; number 10, H, carries 0.23; number 11, H, carries 0.24; number 12, H, carries 0.36

Density functional theory data (the ωB97M-V functional and the def2-TZVPD basis) for a cluster of 2 separate species, CH5N3OS in total.

Geometry (Å):
N (1.7360, 0.6568, 0.5772)
N (1.3125, -0.0408, -0.5850)
S (1.2267, -1.8675, -0.5777)
H (0.9574, 0.5779, 1.1710)
H (2.5129, 0.0242, 0.8368)
H (1.8739, 0.2132, -1.3970)
H (0.3941, 0.2546, -0.8005)
N (-2.8535, -0.4031, 0.6151)
C (-2.1185, 0.2080, -0.0804)
O (-1.2516, 0.6772, -0.6958)
H (-3.7899, -0.3006, 0.9363)

SMILES string: N[NH2+][S-].N=C=O
orbital gap: 8.194 eV

Formally, the Mulliken partial charges of the atoms, in units of the elementary charge, are as follows: number 1, N, carries -0.54; number 2, N, carries -0.11; number 3, S, carries -0.42; number 4, H, carries 0.27; number 5, H, carries 0.28; number 6, H, carries 0.37; number 7, H, carries 0.24; number 8, N, carries -0.34; number 9, C, carries 0.52; number 10, O, carries -0.56; number 11, H, carries 0.29

Density functional theory data (the ωB97M-V functional and the def2-TZVPD basis) for a cluster of 2 separate species, CH5N3S in total.

Geometry (Å):
C (-0.0614, 0.1432, -0.6168)
H (-1.6902, 0.6855, 1.5175)
H (0.1498, 0.8621, 2.5681)
H (0.5089, -1.1857, 0.6089)
H (0.8349, -1.3092, -1.5749)
H (1.3269, 0.4095, -2.3786)
N (-0.6913, 0.0298, 1.8175)
N (-0.3357, -0.6905, 0.5042)
N (0.9085, -0.3238, -1.4943)
S (-0.9503, 1.3791, -0.9516)

orbital gap: 8.813 eV

Formally, the Mulliken partial charges of the atoms, in units of the elementary charge, are as follows: number 1, C, carries 0.44; number 2, H, carries 0.28; number 3, H, carries 0.25; number 4, H, carries 0.28; number 5, H, carries 0.23; number 6, H, carries 0.31; number 7, N, carries -0.57; number 8, N, carries -0.23; number 9, N, carries -0.53; number 10, S, carries -0.45

ΔE to the lowest compared entry with this formula, charge and spin, respectively: 41.6, 178.6, 85.2, 264.1, 542.8, 533.5, 571.3, 583.3, 131.1, 421.6 kJ/mol.
E_tot, respectively: -280.5887, -280.5365, -280.5720, -355.7236, -355.6175, -355.6210, -753.8199, -430.8008, -678.7260, -603.3853 hartree.